Computed, not measured: C43H34BN6RhS4 as an isolated structure, with wB97M-V/def2-TZVPD.

The geometry in ORCA input format:
```
! RIJCOSX wB97M-V def2-TZVPD def2/J DEFGRID3
* xyz 0 5
Rh 0.81 0.64 -0.71
S -2.68 -4.42 4.06
C -4.16 -5.02 3.48
C -4.65 -4.26 2.45
C -3.81 -3.17 2.14
C -2.69 -3.11 2.94
C -1.61 -2.16 2.90
C -1.62 -1.26 0.34
N -0.41 -0.49 0.35
C 0.84 -0.78 2.34
C 0.58 -1.34 3.68
C 1.59 -1.25 4.67
C 2.74 -0.54 4.44
C 2.97 0.17 3.21
C 4.13 0.91 2.99
C 4.30 1.60 1.79
C 3.27 1.49 0.85
N 2.16 0.79 1.04
C 2.01 0.13 2.19
C 5.48 2.42 1.52
C 6.56 2.63 2.34
C 7.53 3.50 1.77
C 7.17 3.94 0.54
S 5.66 3.30 0.05
C -0.59 -2.09 3.83
H -4.60 -5.90 3.92
H -5.57 -4.48 1.94
H -4.03 -2.47 1.35
H -2.47 -0.68 -0.03
H 1.44 -1.74 5.62
H 3.50 -0.49 5.21
H 4.88 0.96 3.76
H 3.34 2.01 -0.10
H 6.67 2.17 3.31
H 8.44 3.78 2.26
H 7.71 4.61 -0.12
H -0.68 -2.73 4.70
C -1.60 -2.63 -0.28
N -1.71 -1.10 1.91
C -2.76 -0.13 2.26
C -2.20 1.08 2.36
N -0.84 1.11 2.20
B -0.05 2.18 2.98
N 0.89 3.15 2.13
C 1.88 3.83 2.80
C 2.55 4.61 1.92
N 1.97 4.38 0.69
C 2.39 4.97 -0.56
C 0.96 3.49 0.84
S 0.02 2.95 -0.50
C -0.43 -0.19 1.75
S 1.26 -2.17 1.16
H -2.61 -3.01 -0.44
H -1.02 -3.33 0.30
H -1.13 -2.50 -1.26
H -3.76 -0.47 2.41
H -2.71 1.99 2.62
H -0.87 2.89 3.52
H 0.68 1.68 3.81
H 2.01 3.70 3.86
H 3.38 5.28 2.05
H 3.31 5.52 -0.39
H 1.62 5.63 -0.95
H 2.56 4.18 -1.30
C -0.34 0.31 -2.24
C -0.96 -0.24 -3.15
C -1.72 -0.84 -4.15
C -1.03 -1.63 -5.16
C -1.59 -2.79 -5.72
C -0.90 -3.54 -6.65
C 0.38 -3.16 -7.05
C 0.96 -2.03 -6.49
C 0.27 -1.28 -5.56
C -3.17 -0.69 -4.11
C -3.80 -0.27 -2.93
C -5.17 -0.10 -2.88
C -5.96 -0.34 -4.00
C -5.35 -0.74 -5.18
C -3.98 -0.91 -5.24
H -2.57 -3.11 -5.40
H -1.35 -4.43 -7.06
H 0.92 -3.75 -7.78
H 1.96 -1.73 -6.79
H 0.73 -0.40 -5.12
H -3.19 -0.05 -2.07
H -5.63 0.23 -1.95
H -7.03 -0.21 -3.95
H -5.94 -0.90 -6.07
H -3.52 -1.19 -6.18
*
```

Summary:
Frontier orbital gap (alpha / beta): 5.64 / 5.78 eV
Electronic energy: -101104.505 eV
Molar mass: 876.773 g mol⁻¹
E_LUMO (alpha / beta): -0.0108 / -0.0623 Ha

For reference, the Mulliken charges in units of e are: Rh 0.099; S -0.232; C -0.458; C -0.954; C -0.541; C 1.154; C -0.134; C -0.447; N -0.552; C 2.204; C -0.214; C -1.317; C -1.212; C 0.668; C -0.933; C 1.076; C -1.253; N 0.458; C -0.372; C 0.648; C -0.569; C -0.537; C -0.457; S -0.061; C -1.093; H 0.451; H 0.414; H 0.570; H 0.622; H 0.478; H 0.434; H 0.337; H 0.343; H 0.398; H 0.407; H 0.449; H 0.499; C -1.805; N 1.874; C -0.733; C -1.186; N 0.280; B 0.072; N 0.502; C -0.797; C -0.486; N 0.277; C -0.899; C 0.170; S -0.368; C -0.895; S -0.412; H 0.372; H 0.439; H 0.405; H 0.626; H 0.704; H -0.240; H -0.071; H 0.568; H 0.494; H 0.341; H 0.306; H 0.339; C -0.649; C 0.220; C 0.244; C 0.454; C -0.346; C -0.716; C -0.433; C -0.608; C -0.549; C 0.371; C -0.032; C -0.625; C -0.475; C -0.749; C -0.524; H 0.591; H 0.385; H 0.383; H 0.379; H 0.434; H 0.219; H 0.418; H 0.380; H 0.388; H 0.589